No. 1
This record from the Open Molecules 2025 dataset describes C44H42N5O4PSSe2Ti as an isolated structure at a distorted geometry. The level of theory is wB97M-V/def2-TZVPD.

Geometry as ORCA input:
```
! wB97M-V def2-TZVPD RIJCOSX def2/J DEFGRID3
* xyz -2 3
Ti 0.901 -0.296 -0.990
N 4.531 1.180 5.114
C 3.810 0.286 4.304
C 2.928 0.756 3.337
C 2.232 -0.128 2.530
C 2.422 -1.489 2.676
C 3.326 -1.969 3.612
C 4.016 -1.088 4.425
S 1.472 -2.732 1.799
O 2.376 -3.855 1.690
O 0.275 -2.934 2.585
N 1.153 -2.021 0.387
C 1.311 -2.774 -0.741
N 1.110 -4.094 -0.754
C 1.365 -4.724 -1.898
C 1.800 -4.063 -3.034
C 1.902 -2.685 -2.952
N 1.646 -2.032 -1.826
H 4.086 2.074 5.236
H 4.824 0.780 5.991
H 2.775 1.823 3.217
H 1.570 0.245 1.765
H 3.477 -3.038 3.685
H 4.722 -1.456 5.163
H 1.198 -5.797 -1.882
H 2.017 -4.584 -3.956
H 2.194 -2.067 -3.794
C 4.938 0.192 0.148
C 5.053 1.588 0.321
C 3.896 2.343 0.276
C 2.660 1.750 0.034
N 2.560 0.382 -0.161
C 3.702 -0.348 -0.072
C 1.407 2.463 -0.122
C 1.252 3.821 0.193
C 0.050 4.462 -0.035
C -1.009 3.756 -0.599
C -0.853 2.405 -0.889
C 0.330 1.693 -0.650
H 5.811 -0.449 0.174
H 6.020 2.052 0.471
H 3.946 3.418 0.399
H 3.597 -1.420 -0.182
H 2.075 4.383 0.627
H -0.065 5.511 0.221
H -1.954 4.253 -0.799
H -1.707 1.884 -1.307
O -1.009 -1.186 -6.085
C 0.003 -0.354 -5.516
C -0.552 0.906 -4.841
C -1.211 1.756 -5.943
O -1.774 2.986 -5.489
C -1.649 0.533 -3.837
Se -1.222 -0.920 -2.550
C 0.563 1.741 -4.189
Se 2.043 0.802 -3.269
H -1.461 -1.589 -5.331
H 0.685 -0.067 -6.323
H 0.572 -0.907 -4.772
H -1.981 1.152 -6.440
H -0.457 2.027 -6.688
H -2.163 2.826 -4.623
H -2.536 0.185 -4.370
H -1.924 1.406 -3.242
H 0.136 2.409 -3.441
H 1.048 2.353 -4.952
C -5.340 2.047 -0.212
C -4.481 2.531 0.762
C -3.333 1.829 1.105
C -3.015 0.624 0.481
C -3.891 0.147 -0.499
C -5.034 0.850 -0.844
P -1.471 -0.364 0.814
C -1.205 0.149 2.568
C -0.725 1.453 2.752
C -0.494 1.959 4.020
C -0.706 1.164 5.136
C -1.125 -0.148 4.966
C -1.366 -0.654 3.696
C -2.377 -1.970 0.966
C -3.507 -2.089 1.779
C -4.165 -3.301 1.908
C -3.729 -4.410 1.195
C -2.653 -4.284 0.332
C -1.987 -3.073 0.219
H -6.239 2.593 -0.475
H -4.700 3.471 1.257
H -2.687 2.239 1.865
H -3.650 -0.770 -1.021
H -5.686 0.460 -1.616
H -0.516 2.069 1.880
H -0.129 2.973 4.137
H -0.530 1.556 6.132
H -1.261 -0.790 5.828
H -1.636 -1.691 3.585
H -3.878 -1.220 2.308
H -5.024 -3.380 2.566
H -4.238 -5.361 1.304
H -2.318 -5.128 -0.259
H -1.165 -2.994 -0.469
*
```

Its LUMO energy (alpha / beta) is 4.2 / 4.2 eV. The energy above the lowest of the compared OMol25 structures with the same formula, charge and spin is 1.079 eV. As for the electronic energy: -8668.6024 a.u. The calculation puts the HOMO-LUMO gap (alpha / beta) at 3.954 / 5.647 eV.

No. 2
This record from the Open Molecules 2025 dataset describes one molecule with the formula C5H7NO. The level of theory is wB97M-V/def2-TZVPD.

Geometry as ORCA input:
```
! wB97M-V def2-TZVPD RIJCOSX def2/J DEFGRID3
* xyz 0 1
C 2.435 -0.019 0.000
C 0.951 0.249 -0.003
C -0.022 -0.695 -0.085
C -1.279 -0.012 0.057
N -2.639 -0.421 0.033
C -0.978 1.301 0.164
O 0.393 1.489 0.147
H 3.073 0.837 -0.231
H 2.640 -0.796 -0.749
H 2.758 -0.431 0.965
H 0.167 -1.744 -0.259
H -2.921 -0.956 0.842
H -2.902 -0.900 -0.817
H -1.677 2.098 -0.063
*
```

Its LUMO energy is 1.0 eV. The energy above the lowest of the compared OMol25 structures with the same formula, charge and spin is 1.098 eV. As for the SMILES: Cc1cc(N)co1. As for the electronic energy: -324.6841 a.u. The calculation puts the HOMO-LUMO gap at 9.380 eV.

No. 3
This record from the Open Molecules 2025 dataset describes C30H44Br3N3O7P as an isolated structure at a distorted geometry. The level of theory is wB97M-V/def2-TZVPD.

Geometry as ORCA input:
```
! wB97M-V def2-TZVPD RIJCOSX def2/J DEFGRID3
* xyz 1 1
C -1.329 -0.336 4.801
O -0.150 0.081 4.145
C 0.143 1.463 4.398
C 1.642 1.665 4.167
C 2.006 2.351 2.834
C 1.105 1.889 1.648
C 1.933 1.848 0.352
C 1.303 1.077 -0.826
C 0.076 1.658 -1.589
C -0.816 2.735 -0.868
C -1.841 2.178 0.136
C -3.245 2.015 -0.476
O -3.414 2.159 -1.679
N -4.287 1.741 0.418
C -5.083 0.579 0.137
C -6.229 0.400 0.894
C -7.036 -0.685 0.703
C -6.769 -1.626 -0.275
C -5.634 -1.452 -1.027
C -4.800 -0.378 -0.808
C 0.527 2.306 -2.899
C 0.554 1.657 -4.115
C 1.014 2.302 -5.240
C 1.473 3.592 -5.206
C 1.434 4.254 -3.989
C 0.974 3.617 -2.866
N -0.791 0.477 -1.667
C -0.312 -0.625 -1.224
C -1.180 -1.858 -1.225
N -0.464 -3.062 -1.621
C 1.177 -0.505 -0.716
O 1.084 -1.099 0.527
C 2.340 -1.318 1.163
C 2.147 -2.522 2.091
C 3.491 -3.030 2.622
O 1.503 -3.586 1.395
P 2.117 -1.432 -2.038
O 2.351 -2.799 -1.544
O 1.328 -1.480 -3.413
O 3.543 -0.739 -2.276
H -2.114 0.435 4.737
H -1.713 -1.237 4.310
H -1.164 -0.574 5.863
H -0.500 2.074 3.741
H -0.166 1.684 5.431
H 2.054 2.266 4.989
H 2.137 0.690 4.256
H 3.072 2.185 2.633
H 1.894 3.438 2.951
H 0.642 0.926 1.892
H 0.314 2.642 1.590
H 2.942 1.449 0.497
H 2.068 2.885 0.009
H 2.094 1.170 -1.588
H -1.297 3.379 -1.607
H -0.132 3.395 -0.325
H -1.954 2.950 0.916
H -1.518 1.274 0.668
H -3.980 1.775 1.383
H -6.475 1.130 1.664
H -7.919 -0.836 1.321
H -7.420 -2.479 -0.435
H -5.399 -2.184 -1.796
H -3.915 -0.303 -1.435
H 0.223 0.625 -4.200
H 1.051 1.772 -6.189
H 1.858 4.100 -6.083
H 1.799 5.274 -3.900
H 0.976 4.192 -1.944
H -1.744 0.440 -2.029
H -1.508 -1.979 -0.173
H -2.106 -1.710 -1.790
H 0.039 -3.465 -0.836
H -1.117 -3.749 -1.978
H 2.681 -0.475 1.779
H 3.143 -1.604 0.469
H 1.496 -2.267 2.934
H 3.933 -3.755 1.929
H 3.361 -3.528 3.588
H 4.231 -2.234 2.790
H 2.033 -3.833 0.624
H 0.818 -2.310 -3.465
H 3.792 -0.925 -3.198
C 4.271 -5.132 -0.947
Br 5.024 -5.075 -2.717
Br 2.851 -6.428 -0.812
Br 5.629 -5.416 0.399
H 3.830 -4.160 -0.762
*
```

Its LUMO energy is -3.5 eV. As for the electronic energy: -9923.7182 a.u. The calculation puts the HOMO-LUMO gap at 7.920 eV.